The following is a quantum chemistry calculation of a 2-piece molecular cluster, C2H2FIO overall in a non-equilibrium geometry, from the Open Molecules 2025 dataset.

CARTESIAN COORDINATES (ANGSTROEM)
C 0.487 0.487 -0.546
C 0.761 -0.497 0.227
O -1.251 1.125 0.061
F 1.877 -1.215 0.197
I -2.501 -0.248 0.408
H 0.778 1.331 -1.209
H -0.152 -0.984 0.861

lowest unoccupied orbital energy = -0.682 eV
E = -550.02994 hartree
relative energy (zero: lowest compared OMol25 entry of this formula, charge and spin) = 90.2 kcal per mole
charge = 0
max |F| = 0.1007 Eh/bohr
gap between HOMO and LUMO = 8.4 eV

Atomic partial charges in e from the Mulliken method, atoms 1 to 5: number 1, C, carries 0.106; number 2, C, carries 0.005; number 3, O, carries -0.574; number 4, F, carries -0.193; number 5, I, carries 0.248